i.
A cluster of 2 separate species, C4H4O2S in total, computed with ωB97M-V/def2-TZVPD.

Structure (XYZ):
```
11
Properties=species:S:1:pos:R:3
C -1.46704 -0.02153 -0.06057
C -0.25946 -0.91446 -0.33520
C -1.08952 1.20679 0.35693
C 0.79304 -0.19526 -0.53049
O 0.65439 2.35753 -1.08033
O 2.88312 -2.03218 0.21723
S 0.71479 1.49659 0.06759
H -2.54846 -0.26185 -0.07765
H -0.50245 -2.00593 -0.43610
H -1.86314 1.95667 0.80164
H 2.68473 -1.58637 1.07693
```

- LUMO level (spin up / spin down) (Eh) = -0.1270 / -0.1270
- 2S+1 = 1
- charge = 0

Atomic partial charges in e from the Löwdin method, atoms 1 to 6: -0.12 -0.13 -0.21 -0.08 -0.49 -0.20


ii.
A structure of composition C4H4O2S, computed with ωB97M-V/def2-TZVPD.

Structure (XYZ):
```
11
Properties=species:S:1:pos:R:3
C -0.25733 1.39664 0.87834
C -0.56531 0.27572 -0.98662
C 0.23552 -0.78173 -0.80833
C 0.76722 -1.34504 0.42373
H 0.81888 1.89988 0.22940
H -1.05232 0.54667 -2.02901
H 0.45534 -0.98695 -1.87533
H 1.18112 -2.43556 0.16078
O -1.16626 0.96654 -0.02447
O 0.44306 -1.02546 1.59255
S -0.85993 1.48928 2.43895
```

- LUMO level (Eh) = -0.0277
- 2S+1 = 1
- charge = 0

Atomic partial charges in e from the Löwdin method, atoms 1 to 6: -0.68 -0.20 -0.07 -0.23 0.21 0.17


Which structure wins on stability? ii wins.


i.
The molecule C4H8N2O2S, computed with ωB97M-V/def2-TZVPD.

Structure (XYZ):
```
17
Properties=species:S:1:pos:R:3
C 0.43957 -0.40289 0.40979
C 0.52407 0.61088 1.65508
C -0.28603 -0.83391 -1.87190
C -0.19974 1.52660 -1.10865
N -1.23454 -2.00976 2.43999
N 0.01726 0.12186 -0.78077
O 0.68704 -1.60070 0.46629
O 0.82311 -0.15740 2.77666
S 0.17075 -1.82936 2.79857
H 1.32801 1.35744 1.64591
H -0.54254 0.85342 1.71774
H 0.63818 -0.95690 -2.49573
H -0.58865 -1.83741 -1.38155
H -1.04839 -0.41919 -2.57271
H -0.24505 2.14460 -0.24430
H 0.61525 1.79910 -1.73702
H -1.09830 1.63362 -1.71740
```

- LUMO level (Eh) = 0.0060
- 2S+1 = 1
- charge = 0

Atomic partial charges in e from the Löwdin method, atoms 1 to 6: -0.44 -0.20 -0.04 -0.04 -0.38 -0.15


ii.
A cluster of 2 separate species, C4H8N2O2S in total, computed with ωB97M-V/def2-TZVPD.

Structure (XYZ):
```
17
Properties=species:S:1:pos:R:3
C -0.29378 1.02605 -1.73406
C 0.73358 1.15260 -0.70367
N 1.50087 0.16521 -0.32164
O 1.49464 -1.05098 -0.58038
O 2.52458 0.42747 0.61456
H 0.20791 1.41222 -2.69806
H -0.78899 -0.03296 -1.62341
H -1.13096 1.66769 -1.49116
H 1.07250 2.08647 -0.26427
H 3.15958 -0.29338 0.47018
C -1.34507 -1.80408 1.05657
S -0.53740 -0.80815 2.38229
C -0.94707 0.63739 1.59372
N -1.21403 1.67047 1.16823
H -1.48503 -2.90450 1.44974
H -0.60466 -1.85056 0.16668
H -2.34666 -1.50096 0.51469
```

- LUMO level (Eh) = 0.0174
- 2S+1 = 1
- charge = 0

Atomic partial charges in e from the Löwdin method, atoms 1 to 6: -0.07 -0.18 -0.34 -0.07 0.03 0.12


Which structure wins on stability? i wins.


i.
The molecule C3H4N2, computed with ωB97M-V/def2-TZVPD.

Structure (XYZ):
```
9
Properties=species:S:1:pos:R:3
C -1.75241 -0.10228 -0.00672
C 0.69824 0.70679 -0.17169
C 0.62130 -0.69462 0.14768
N -2.83882 -0.04151 0.35563
N -0.38040 -0.10147 -0.68747
H 0.46192 1.42963 0.47948
H 1.53300 1.11867 -0.91489
H 1.39999 -1.28432 -0.39086
H 0.25717 -1.03087 1.18884
```

- LUMO level (spin up / spin down) (Eh) = 0.0272 / -0.1489
- <S²> = 2.01
- 2S+1 = 3
- charge = 0

Atomic partial charges in e from the Löwdin method, atoms 1 to 6: -0.35 -0.14 -0.16 0.12 0.06 0.05


ii.
A cluster of 2 separate species, C3H4N2 in total, computed with ωB97M-V/def2-TZVPD.

Structure (XYZ):
```
9
Properties=species:S:1:pos:R:3
C 1.00496 0.12829 -1.20676
C 0.05087 0.57026 1.06960
C 0.29954 -0.91289 -1.42849
N 1.85314 0.95685 -1.29331
N -0.12262 1.55085 1.65091
H 1.81470 1.89032 -0.55279
H 0.51197 -1.96068 -1.00516
H -0.84209 -0.80416 -1.58797
H -0.42079 2.36244 2.04361
```

- LUMO level (spin up / spin down) (Eh) = 0.0409 / -0.0618
- <S²> = 2.01
- 2S+1 = 3
- charge = 0

Atomic partial charges in e from the Löwdin method, atoms 1 to 6: -0.44 -0.03 -0.04 0.08 0.12 0.10


Which structure wins on stability? ii wins.


i.
The molecule C14H19N3O4, computed with ωB97M-V/def2-TZVPD.

Structure (XYZ):
```
40
Properties=species:S:1:pos:R:3
N -5.22918 -1.79839 -0.77703
C -4.13770 -1.06283 -0.55887
O -3.13346 -1.19350 -1.20657
C -4.17039 0.04338 0.45141
C -3.68479 1.30252 -0.13808
C -2.37781 1.91090 0.56960
N -2.01928 3.10260 -0.16486
C -1.25837 0.93027 0.68235
O -0.67136 0.53104 1.67826
N -0.77991 0.33513 -0.34501
C 0.56193 -0.16879 -0.39679
C 1.54721 0.76437 0.25516
C 3.01860 0.48628 -0.00406
C 3.60654 0.79076 -1.14068
C 4.92701 0.58546 -1.43233
C 5.78751 0.05172 -0.51822
C 5.20799 -0.48510 0.66478
C 3.87468 -0.23186 0.94335
C 0.80301 -1.65637 0.31178
O 1.43534 -2.47072 -0.31312
O 0.11960 -1.82395 1.46604
H -5.93018 -2.00067 -0.05704
H -5.17708 -2.58349 -1.41888
H -3.29369 -0.28761 1.09561
H -5.01598 -0.05700 1.16365
H -3.43680 1.09250 -1.18981
H -4.55194 2.18386 -0.17522
H -2.70748 2.23226 1.53315
H -2.89306 3.17920 -0.55685
H -1.51454 2.67868 -0.98162
H -1.35694 0.03352 -1.16142
H 0.87551 -0.39405 -1.37017
H 1.37505 1.73812 -0.22851
H 1.39052 1.09805 1.28904
H 2.93093 1.22986 -1.91058
H 5.09123 0.88783 -2.46342
H 6.87191 0.09272 -0.57877
H 5.97031 -0.90445 1.40865
H 3.33987 -0.80847 1.67522
H -0.00247 -0.79349 1.80192
```

- LUMO level (Eh) = 0.0160
- 2S+1 = 1
- charge = 0

Atomic partial charges in e from the Löwdin method, atoms 1 to 6: 0.18 -0.58 0.05 -0.13 -0.15 -0.29


ii.
The molecule C14H19N3O4, computed with ωB97M-V/def2-TZVPD.

Structure (XYZ):
```
40
Properties=species:S:1:pos:R:3
N -4.20738 0.07791 -3.19562
C -2.97897 0.71554 -3.23281
O -2.50139 0.91760 -4.35430
C -2.43315 1.28081 -1.94896
C -2.20882 0.33616 -0.74109
C -1.45693 -0.95510 -1.11039
N -1.36490 -1.87508 0.10228
C -0.06717 -0.67054 -1.55052
O 0.27063 -0.45384 -2.69715
N 0.81982 -0.65267 -0.54161
C 2.16711 -0.22693 -0.50898
C 2.65791 -0.50918 0.92679
C 1.99988 0.22791 2.06326
C 0.91568 -0.31270 2.68649
C 0.28259 0.20086 3.79658
C 0.83983 1.36384 4.35266
C 1.88950 1.99753 3.70977
C 2.50578 1.38520 2.65468
C 3.03003 -1.08041 -1.41940
O 3.99516 -1.71532 -1.01894
O 2.95086 -0.79254 -2.72578
H -4.65206 -0.34337 -2.33246
H -4.60304 -0.29753 -4.07973
H -1.57073 1.85858 -2.28693
H -3.13752 2.03021 -1.47339
H -3.20005 -0.00229 -0.25456
H -1.80846 0.85692 0.04350
H -1.97055 -1.45311 -1.99261
H -2.20944 -2.05026 0.58700
H -1.10616 -2.83467 -0.19230
H 0.34892 -0.57232 0.31223
H 2.21701 0.86088 -0.71485
H 3.73800 -0.23405 0.88628
H 2.71193 -1.63568 1.11092
H 0.45876 -1.30019 2.35443
H -0.59420 -0.12636 4.27982
H 0.44947 1.78766 5.19054
H 2.32645 2.95543 4.04242
H 3.43241 1.79000 2.27038
H 2.06320 -0.54894 -2.99766
```

- LUMO level (Eh) = 0.0114
- 2S+1 = 1
- charge = 0

Atomic partial charges in e from the Löwdin method, atoms 1 to 6: 0.12 -0.54 0.04 -0.10 -0.14 -0.27


Which structure wins on stability? ii wins.


i.
A structure of composition CH6N2O2, computed with ωB97M-V/def2-TZVPD.

Structure (XYZ):
```
11
Properties=species:S:1:pos:R:3
N 1.36729 0.31959 0.37558
O 0.89113 -0.29489 1.58345
H 0.69229 0.27902 2.34334
H 1.84934 -0.42546 -0.13684
H 1.07997 1.28667 -0.00067
N -1.50000 -0.34743 -0.20904
C -0.34499 -0.18254 -0.94637
O 0.00106 -0.97225 -1.79976
H -1.93496 -1.25702 -0.28628
H -1.92104 0.46402 0.22245
H -0.18010 1.13029 -1.14587
```

- LUMO level (Eh) = 0.0245
- 2S+1 = 1
- charge = 0

Atomic partial charges in e from the Löwdin method, atoms 1 to 6: -0.08 -0.12 0.09 0.11 0.12 0.10


ii.
A structure of composition CH6N2O2, computed with ωB97M-V/def2-TZVPD.

Structure (XYZ):
```
11
Properties=species:S:1:pos:R:3
C -0.02196 0.18623 0.12514
N -0.28430 1.09144 1.19657
N 1.34523 0.18813 -0.18115
O -0.83331 0.19424 -0.87448
O -0.71616 -1.94710 -0.83099
H -1.32991 -1.90220 -1.59605
H -0.45447 -1.32448 0.28911
H -0.03827 2.05063 0.97617
H -1.25732 1.06912 1.47815
H 1.60179 -0.07709 -1.12032
H 1.98870 0.47109 0.53786
```

- LUMO level (spin up / spin down) (Eh) = -0.0392 / -0.0458
- 2S+1 = 1
- charge = 0

Atomic partial charges in e from the Löwdin method, atoms 1 to 6: -0.62 0.08 0.16 -0.04 -0.26 0.04


iii.
A cluster of 2 separate species, CH6N2O2 in total, computed with ωB97M-V/def2-TZVPD.

Structure (XYZ):
```
11
Properties=species:S:1:pos:R:3
N -1.08822 0.97174 0.32399
C -1.72720 -0.07732 -0.28191
O -2.74992 0.00469 -0.89650
O -1.08985 -1.26512 -0.12980
H -1.41388 1.88221 0.02556
H -0.10804 0.90830 0.54666
H -0.28737 -1.13280 0.39052
N 1.86976 -0.19952 0.11964
H 2.67234 0.42959 0.11260
H 1.75043 -0.49995 -0.83973
H 2.17194 -1.02183 0.62896
```

- LUMO level (Eh) = 0.0156
- 2S+1 = 1
- charge = 0

Atomic partial charges in e from the Löwdin method, atoms 1 to 6: 0.15 -0.68 0.09 0.09 0.11 0.05


Which structure wins on stability? iii wins.


i.
A structure of composition C6H6N4O, computed with ωB97M-V/def2-TZVPD.

Structure (XYZ):
```
17
Properties=species:S:1:pos:R:3
C 1.86008 1.65411 1.03572
C 0.87144 0.66531 0.67714
C -0.06768 0.06782 1.53515
C -1.23460 -0.82555 1.14302
C -1.65052 -1.51186 -2.19285
C -0.30983 -0.46684 -1.17780
H 2.64341 1.67566 0.40544
H 1.83290 1.44577 1.93606
H 1.60041 2.50822 1.23907
H 0.18986 0.40662 2.36662
H -2.14146 -2.09831 -3.07017
H 1.35467 0.75010 -1.39504
N -1.12071 -0.97010 -0.23303
N -2.01957 -1.71942 -1.08708
N -0.56782 -0.71827 -2.34414
N 0.71163 0.44099 -0.68974
O -1.95220 -1.30426 1.85163
```

- LUMO level (Eh) = 0.0209
- 2S+1 = 1
- charge = 0

Atomic partial charges in e from the Löwdin method, atoms 1 to 6: 0.03 -0.23 0.11 -0.47 -0.30 -0.38


ii.
A structure of composition C6H6N4O, computed with ωB97M-V/def2-TZVPD.

Structure (XYZ):
```
17
Properties=species:S:1:pos:R:3
C -2.35522 1.07071 0.96629
C 0.97834 -2.04262 1.36677
C -0.39427 -0.76626 0.45769
C -2.61743 -1.27009 -0.19667
C 1.24579 1.21360 0.01237
C -2.14626 0.13015 -0.04682
N -2.17219 2.01046 1.61347
N -0.31896 -1.94810 1.06785
N 1.69173 -0.96083 0.89177
N 0.79881 -0.11674 0.38415
O -2.88238 -1.76353 -1.27056
H 1.52442 -2.73432 1.92609
H -2.63541 -1.95775 0.72100
H 1.69749 1.37836 -1.02863
H 0.31913 1.81528 0.14993
H 1.96200 1.36903 0.74989
H -1.97456 0.64275 -0.98965
```

- LUMO level (Eh) = -0.0196
- 2S+1 = 1
- charge = 0

Atomic partial charges in e from the Löwdin method, atoms 1 to 6: -0.22 -0.16 -0.11 -0.32 0.01 -0.07


Which structure wins on stability? ii wins.